[1]
24
Properties=species:S:1:pos:R:3:forces:R:3 method="wB97M-V/def2-TZVPD" smiles=Cc1ccc(O)cc1.CC fmax_ev_per_a=6.19 lumo_energy_ev=0.75 relative_energy_kj_mol=190.1 homo_energy_ev=-8.4
C -2.00898 -0.58562 -2.57288 0.1 -0.5 -3.6
C -1.07354 -0.95954 -1.50863 -1.2 1.0 2.3
C -1.04758 -0.19607 -0.31646 0.8 0.5 1.0
C -0.11786 -0.45251 0.71543 0.4 -0.5 -2.4
C 0.82079 -1.49435 0.45045 0.9 2.3 3.3
O 2.02060 -1.54954 1.19498 -0.2 1.3 1.1
C 0.53096 -2.45316 -0.44494 0.0 -1.8 -2.0
C -0.39418 -2.12192 -1.45512 0.0 -2.9 -1.0
H -1.62664 0.30362 -3.10256 -0.2 -0.1 0.2
H -3.03005 -0.38733 -2.33938 -0.7 0.3 0.9
H -2.12423 -1.33862 -3.44319 0.6 0.7 1.5
H -1.72687 0.64962 -0.16528 0.2 -0.3 -0.3
H 0.03786 0.20492 1.56322 -0.2 0.0 -0.1
H 2.21522 -0.74101 1.82299 -1.3 -2.3 -2.1
H 1.03379 -3.44830 -0.48720 -0.2 1.2 0.1
H -0.71478 -2.89560 -2.22347 0.9 0.9 0.9
C 0.06584 4.35938 1.37403 -3.5 0.6 -1.0
C 0.98936 3.39218 1.96965 2.5 -1.7 -5.4
H -0.63650 3.93498 0.52107 1.2 0.5 1.9
H -0.59359 4.69271 2.23310 0.5 0.4 -1.5
H 0.55979 5.15984 0.84820 0.1 0.7 0.3
H 0.80949 3.19465 2.93440 -0.4 -1.1 3.4
H 2.02666 3.62994 1.73696 0.3 0.7 0.9
H 1.01622 2.50652 1.27208 -0.6 0.0 1.3

[2]
11
Properties=species:S:1:pos:R:3:forces:R:3 method="wB97M-V/def2-TZVPD" smiles=ClCCCl.O fmax_ev_per_a=1.42 lumo_energy_ev=0.76 relative_energy_kj_mol=30.5 homo_energy_ev=-10.6
Cl 0.00000 0.00000 0.00000 -0.6 0.5 -0.2
C -0.50869 1.74087 0.23028 0.5 -0.4 -1.3
C 0.51371 2.36061 1.14474 -0.2 1.1 0.6
Cl 0.50078 1.50667 2.69995 0.2 0.0 0.5
H -0.42338 2.18499 -0.78013 -0.1 -0.1 0.5
H -1.56844 1.81410 0.54173 0.8 -0.3 0.2
H 1.55396 2.37851 0.76655 -0.8 -0.3 0.0
H 0.23153 3.39944 1.40292 0.1 -0.4 -0.4
O -2.19939 0.10431 5.56610 -0.4 1.1 0.5
H -1.77616 0.98943 5.49061 -0.5 -0.9 0.1
H -2.97461 0.24943 6.15451 0.9 -0.1 -0.6

[3]
14
Properties=species:S:1:pos:R:3:forces:R:3 method="wB97M-V/def2-TZVPD" fmax_ev_per_a=0.91 lumo_energy_ev="-0.73 / -0.73" relative_energy_kj_mol=494.9 homo_energy_ev="-9.2 / -9.2"
N -1.16746 -0.55034 -2.40846 0.2 0.2 0.3
C -0.44883 -0.22548 -1.43519 -0.2 -0.3 -0.4
O -0.21523 1.01154 -0.86858 -0.1 0.0 0.0
C 0.74335 0.45116 0.06750 0.1 -0.1 0.3
C 0.32395 0.58656 1.52843 -0.3 -0.3 0.3
C -0.89204 -0.20437 1.91806 0.2 0.8 -0.3
C 0.47982 -0.95980 -0.49446 0.2 0.0 -0.2
H -1.64430 0.25845 -2.81030 0.1 -0.1 0.1
H 1.73707 0.87417 -0.11803 -0.2 -0.1 0.0
H 0.00673 1.62937 1.73558 0.1 -0.1 0.0
H 1.17644 0.36313 2.18322 -0.1 0.1 -0.2
H -1.64523 0.03188 1.12629 0.2 -0.3 0.1
H -0.01833 -1.61067 0.22923 0.0 -0.1 -0.2
H 1.30247 -1.50706 -0.96050 -0.1 0.2 0.0

[4]
13
Properties=species:S:1:pos:R:3:forces:R:3 method="wB97M-V/def2-TZVPD" smiles=Nc1[nH]ccc1O fmax_ev_per_a=2.15 lumo_energy_ev=0.89 relative_energy_kj_mol=271.8 homo_energy_ev=-7.9
N 2.03126 0.29802 0.09814 -0.2 0.4 -0.1
C 0.77220 0.09524 -0.45129 -1.5 1.3 0.9
N -0.45995 1.38496 -0.42853 0.5 -0.9 0.3
C -1.59181 0.74643 -0.11974 0.1 -0.4 0.1
C -1.40317 -0.57390 0.21350 -0.3 -0.1 0.0
C -0.05849 -0.90989 0.07333 -0.2 0.4 -0.3
O 0.31262 -2.16034 0.48996 0.3 0.3 -0.5
H 2.77318 0.77494 -0.40362 -0.5 -0.2 -0.2
H 2.02214 0.58772 1.07170 0.1 -0.2 -0.2
H -0.65386 2.33208 -0.79982 1.2 -0.9 0.0
H -2.57711 1.21731 -0.14797 0.4 0.1 -0.2
H -2.15813 -1.28368 0.50414 -0.1 0.0 0.0
H 0.99112 -2.50891 -0.09978 0.2 0.2 0.2

[5]
90
Properties=species:S:1:pos:R:3:forces:R:3 method="wB97M-V/def2-TZVPD" smiles="O=C1CCCO1.C1CCOC1.C1CCOC1.C1CCOC1.C1CCOC1.C1CCOC1.C1CCOC1" fmax_ev_per_a=3.81 lumo_energy_ev=0.00 relative_energy_kj_mol=353.2 homo_energy_ev=-9.5
O -4.54351 -5.47098 25.26728 0.6 0.5 -0.3
C -3.67630 -4.89231 25.86479 -0.7 0.8 -0.5
C -2.81906 -3.67826 25.54079 0.4 -0.5 -1.3
C -1.82359 -3.59588 26.70351 -0.4 1.3 0.3
C -2.49625 -4.44917 27.78190 1.8 1.1 0.3
O -3.29986 -5.28553 27.05831 -1.4 -2.9 1.6
H -2.36589 -3.94888 24.58712 0.3 0.1 0.0
H -3.38438 -2.78132 25.28777 -0.2 -0.1 0.5
H -0.81000 -3.94250 26.50202 -0.2 -0.1 -0.3
H -1.75426 -2.56813 27.05993 0.2 0.0 -0.1
H -1.74053 -5.00589 28.33601 -0.2 -0.3 -0.1
H -3.03607 -3.87313 28.53347 -0.4 0.1 -0.2
C -0.73485 -3.33470 18.88649 -0.6 -0.2 1.4
C -0.31474 -2.59129 17.66596 -1.3 -0.3 -1.4
C 1.09503 -2.33644 17.93621 2.9 1.7 -1.8
O 1.37474 -2.56078 19.26127 0.8 0.4 1.3
C 0.61106 -3.67821 19.59726 -1.3 0.4 -0.9
H -1.35869 -4.18220 18.60251 -0.1 0.0 0.6
H -1.25825 -2.59560 19.49303 -0.3 -0.5 0.5
H -0.89537 -1.69348 17.45401 -0.1 -0.2 0.1
H -0.40580 -3.30500 16.84716 -0.1 0.5 -0.5
H 1.52537 -1.36122 17.70846 -0.6 0.4 0.0
H 1.66425 -2.95524 17.24254 0.5 -0.8 0.3
H 0.52313 -3.72549 20.68268 0.2 -0.5 -0.2
H 1.07561 -4.49671 19.04740 -0.1 -0.9 0.7
C -7.43024 1.13153 19.97389 -0.2 0.7 -1.1
C -6.37026 1.30036 21.00524 0.6 -1.1 1.8
C -7.20070 0.99397 22.34553 0.5 0.4 -2.7
O -8.41331 1.65319 22.00534 -1.1 1.0 1.3
C -8.58585 1.91792 20.62106 1.0 -1.3 -0.3
H -7.66180 0.09290 19.73785 -0.2 -0.1 0.4
H -7.11739 1.55805 19.02085 -0.1 0.2 -0.1
H -5.98841 2.32124 21.01405 -0.4 0.2 0.3
H -5.46467 0.71231 20.85625 -0.2 -0.5 0.1
H -6.69670 1.35184 23.24331 -0.4 0.4 0.0
H -7.51877 -0.04044 22.47564 0.8 -0.4 0.0
H -8.47080 2.97973 20.40330 -0.2 0.1 0.1
H -9.55136 1.54295 20.28149 -0.1 0.2 0.2
C 2.07613 -0.36368 31.22065 0.5 -2.5 0.3
C 1.52042 0.91929 30.62980 0.8 -2.5 -1.4
C 0.51754 1.20954 31.67055 -0.6 2.8 0.7
O 0.35574 0.16504 32.59260 -0.4 -0.4 0.9
C 0.91591 -1.00969 32.01887 -0.3 1.3 -1.0
H 2.89239 -0.15859 31.91330 0.0 -0.1 0.0
H 2.38113 -1.16342 30.54575 0.6 0.5 -0.5
H 1.05867 0.64479 29.68136 -0.2 0.2 -0.1
H 2.30984 1.63086 30.38774 -0.3 0.2 0.5
H -0.40728 1.53112 31.19160 -0.4 -0.2 0.3
H 0.91543 2.07774 32.19593 -0.4 0.1 0.5
H 0.12811 -1.44363 31.40310 0.1 -0.1 -0.8
H 1.10968 -1.83860 32.69966 0.6 0.7 0.6
C 4.87373 -7.14970 30.73959 1.1 1.5 2.6
C 3.67938 -6.77481 29.88472 0.2 -1.2 -0.2
C 4.35274 -6.53107 28.53437 1.3 0.7 0.4
O 5.78330 -6.47894 28.81040 0.4 -0.2 -0.8
C 6.02305 -6.29042 30.23723 -1.1 -0.4 -2.7
H 5.23947 -8.17480 30.79857 -0.5 -0.1 -0.4
H 4.74730 -6.78421 31.75869 -0.5 -0.6 0.5
H 3.13710 -5.95695 30.35921 0.1 0.2 -0.4
H 3.00608 -7.62492 29.77485 -0.2 0.1 0.2
H 4.10599 -5.58182 28.05884 -0.4 0.0 0.0
H 4.18452 -7.35041 27.83545 0.0 0.1 0.0
H 5.97132 -5.20509 30.32362 -0.3 0.1 1.0
H 7.03060 -6.61911 30.49203 -0.1 -0.2 -0.1
C 0.46269 2.50276 24.54730 0.8 0.2 -0.2
C -0.27253 3.50562 25.43891 0.2 -1.3 0.5
C -1.08227 4.32120 24.46339 0.7 -0.6 -0.8
O -1.05416 3.62541 23.19329 0.8 -1.5 -0.6
C -0.51934 2.26043 23.40433 -1.0 0.3 1.8
H 0.90966 1.70825 25.14484 -0.7 -0.6 -0.2
H 1.35877 2.98179 24.15278 0.0 0.3 -0.3
H 0.48617 3.98976 26.05381 -0.4 0.6 -0.1
H -0.96934 3.00291 26.10960 0.2 -0.3 0.2
H -0.52393 5.25030 24.34886 -0.9 0.5 -0.3
H -2.13960 4.32714 24.72822 0.2 0.9 0.3
H -0.25525 1.61465 22.56686 0.8 1.3 -0.7
H -1.31235 1.61310 23.77878 -0.6 0.2 0.5
C -6.61487 -6.57947 35.02183 0.5 1.5 0.5
C -6.71256 -7.56432 33.91964 -0.5 -0.9 -1.4
C -5.66030 -7.13641 32.86416 -0.2 0.0 2.1
O -5.19304 -5.84585 33.32474 0.5 0.1 -0.7
C -6.04484 -5.29180 34.29275 -1.7 -0.5 0.6
H -5.84498 -6.81139 35.75776 0.0 -0.4 0.0
H -7.56823 -6.56090 35.54990 0.1 0.7 0.0
H -7.69932 -7.53951 33.45725 -0.2 0.4 0.0
H -6.65656 -8.61087 34.21913 0.6 0.0 0.2
H -6.12153 -7.12610 31.87661 0.5 0.2 -0.1
H -4.81857 -7.81647 32.99499 0.2 0.1 -0.8
H -6.77840 -4.60988 33.86268 -0.8 -0.6 -0.7
H -5.60982 -4.54460 34.95647 1.2 -0.7 0.2

[6]
53
Properties=species:S:1:pos:R:3:forces:R:3 method="wB97M-V/def2-TZVPD" fmax_ev_per_a=12.43 s_squared=0.76 lumo_energy_ev="-0.23 / -6.37" spin_multiplicity=2 relative_energy_kj_mol=566.3 homo_energy_ev="-10.8 / -10.8"
O -0.19525 -1.80824 2.06038 -1.5 2.8 0.5
H -1.12536 -1.51980 1.80143 0.6 -1.4 -0.4
H 1.34681 -1.98544 1.20859 0.7 -0.9 -0.7
O 2.94988 2.79756 1.97135 9.7 -6.7 3.7
H 2.19627 3.11154 1.94972 -11.2 5.3 -1.0
O -4.38151 2.83752 1.18011 -1.2 1.5 -0.4
H -4.82872 2.11049 1.57496 -0.5 -0.9 0.4
H -3.47110 2.61083 1.11082 1.2 -0.5 -0.2
O 1.07915 -3.55914 -3.29340 -5.1 -1.9 1.1
H 0.71521 -4.08046 -2.48517 0.3 1.6 -2.0
H 1.93449 -3.52535 -3.04937 4.9 0.6 0.8
O -2.07938 1.96785 1.95081 4.5 -5.5 -6.3
H -2.26198 2.42929 2.64698 -1.9 4.5 6.8
H -0.90510 1.36610 2.13677 -1.6 0.0 -0.1
O 1.29962 1.79321 -3.54004 -0.8 4.3 4.8
H 1.58624 0.97854 -3.66358 2.1 -6.1 -0.6
H 1.06033 2.08725 -4.34697 -1.3 1.7 -4.1
O 4.95230 1.17668 -3.00500 0.5 1.1 -6.2
H 5.22300 1.04246 -2.18153 0.8 -0.9 5.4
H 4.03266 1.28261 -3.14472 -1.2 0.0 0.7
O 3.35412 -0.93388 -1.98816 -0.5 -2.6 3.5
H -1.56060 0.38509 0.81399 -1.0 -0.3 -0.4
H -0.56311 2.40489 0.55133 -0.4 0.3 -2.1
O 2.08469 -2.01185 3.41090 -0.7 -1.4 -1.9
H 1.23812 -2.43146 3.58549 -0.3 -0.3 -0.5
H 2.23931 -1.61054 4.20515 1.2 1.9 3.2
O -2.70011 0.92651 -2.87462 0.5 -2.2 0.6
H -2.82837 -0.03232 -3.10848 0.3 1.0 0.8
H -3.14289 1.31827 -3.59563 -0.8 1.3 -1.2
O -0.59511 -3.85182 -0.94804 -2.4 -0.9 -2.7
H -0.05991 -4.05960 -0.23552 1.8 -0.6 2.4
H -1.04028 -4.70761 -1.20050 0.6 1.4 0.5
O -2.76178 -1.74822 -4.19646 -1.2 -3.2 0.3
H -3.27118 -2.44614 -4.71098 1.0 1.0 1.3
H -2.80058 -1.06090 -4.80419 0.2 2.2 -1.8
O -0.04322 2.63302 -0.25784 0.6 -0.3 -0.1
H 3.57962 2.98614 1.35935 1.9 1.2 -2.9
H -0.29884 2.35074 -1.18244 -0.4 0.1 2.0
O 2.13818 -2.50684 0.93398 -1.3 0.6 -1.7
H 2.83441 -1.34790 -1.20365 -0.6 1.5 -1.8
H 2.61743 -2.46850 1.73969 1.0 -0.1 1.1
O 0.05791 0.66566 2.12284 -0.3 0.0 1.4
H -0.01260 -0.72425 2.07975 0.5 -1.8 0.7
H 0.35068 0.52434 1.22914 0.9 0.9 -1.4
O -1.64955 -0.50173 0.42880 -4.3 0.6 6.0
H 4.06850 -1.49121 -1.59919 0.9 0.8 -1.5
H -1.15598 -0.46860 -0.27679 4.1 -0.2 -6.6
O 0.77236 3.13201 3.29047 6.2 2.7 3.1
H 1.16791 2.48671 3.88836 -0.5 -0.1 -0.4
H 0.02541 2.89213 2.93068 -6.0 -2.3 -2.4
O -4.22512 -0.69174 2.82281 1.9 -0.6 1.4
H -3.99986 -0.08808 2.11537 0.2 0.2 -0.3
H -3.34737 -0.85168 3.31007 -2.1 0.4 -1.1